Entry from OMol25: a cluster of 10 separate species, C54H136N8O18 in total in a non-equilibrium geometry (ωB97M-V/def2-TZVPD).

Each line ends with the Mulliken charge.
Geometry (Å):
C 11.69570 21.34761 22.48750  -0.914
O 11.93884 21.19796 21.13763  -0.128
C 13.33433 21.55467 20.79434  -0.557
C 13.26764 21.79662 19.30014  0.296
N 12.61193 23.05378 19.07473  -0.424
C 12.30679 23.47388 17.70061  -1.242
C 11.50588 22.48020 16.96581  0.245
O 10.22890 22.53886 17.54495  -0.425
C 9.27043 21.59638 17.01462  -0.427
H 11.59533 22.41907 22.69267  0.329
H 12.61062 20.88980 22.98074  0.309
H 10.82897 20.80354 22.83190  0.207
H 14.10958 20.84455 21.18302  0.033
H 13.57472 22.51770 21.27206  0.507
H 12.87679 20.89209 18.86188  -0.120
H 14.32287 22.00837 19.00311  0.048
H 11.77187 22.99911 19.56316  0.360
H 13.28122 23.63228 17.28142  0.442
H 11.86815 24.51791 17.79949  0.290
H 11.87587 21.45010 17.11163  -0.011
H 11.48147 22.70743 15.93232  0.577
H 9.44882 20.65134 17.60579  -0.021
H 9.41886 21.46106 15.94726  0.324
H 8.27383 22.01756 17.26016  0.235
C 20.65017 22.49614 18.07927  -0.897
O 20.26252 22.20252 16.79657  -0.266
C 19.39032 23.13477 16.20623  -0.328
C 18.75200 22.51162 15.00713  -1.127
N 17.87491 21.44076 15.32992  0.848
C 16.46401 21.62554 15.49730  -0.216
C 15.65500 20.94715 14.39349  0.805
O 14.29955 21.30258 14.65626  -0.438
C 13.37551 20.47623 13.83977  -0.420
H 21.21015 21.69868 18.60285  0.262
H 19.76978 22.76516 18.69402  0.338
H 21.30749 23.39756 18.16523  0.307
H 19.90050 24.08638 15.96308  0.498
H 18.51308 23.39434 16.84779  0.196
H 19.52157 22.18921 14.34569  0.213
H 18.19142 23.27452 14.47560  0.482
H 18.24401 20.59209 15.68862  -0.271
H 16.27354 22.64945 15.46943  0.827
H 16.08457 21.15176 16.44708  -1.078
H 15.71998 19.87414 14.47734  -0.404
H 15.92997 21.20153 13.31367  0.343
H 13.31818 19.42794 14.20390  0.096
H 13.60221 20.37752 12.79852  0.073
H 12.35943 20.92915 13.96218  0.264
C 17.48057 20.29560 18.46849  -0.480
O 16.95757 19.38085 17.55974  0.110
C 15.56383 18.98762 17.70932  0.110
C 15.48181 17.74508 18.59389  0.298
N 15.68070 16.53367 17.86067  0.442
C 16.96599 16.47176 17.13711  0.952
C 17.11100 15.08888 16.61605  -1.116
O 17.32575 14.17928 17.65949  0.677
C 17.53714 12.89187 17.07995  -1.591
H 17.75098 19.79181 19.40465  0.437
H 16.67222 20.96873 18.80714  0.213
H 18.30760 20.92106 18.06280  -0.426
H 15.19936 18.81164 16.67768  -0.064
H 14.94651 19.79030 18.18696  -0.360
H 14.52179 17.60368 19.08407  -0.042
H 16.14786 17.84052 19.43006  -0.450
H 15.52947 15.69731 18.41698  0.227
H 17.77186 16.82576 17.86039  -0.203
H 16.98293 17.05869 16.27002  -0.217
H 17.87299 14.90940 15.84027  0.202
H 16.16037 14.86332 16.13005  -0.192
H 16.65158 12.57599 16.53496  0.483
H 17.71362 12.14266 17.85733  0.315
H 18.43156 12.89788 16.39050  0.459
C 15.44941 13.26128 20.64636  -0.701
O 14.87232 14.51320 20.53974  0.167
C 14.13801 14.88380 21.75016  -1.355
C 14.12303 16.42738 21.83803  0.402
N 15.39451 16.93774 22.22037  0.094
C 15.47305 18.34156 22.35485  0.893
C 16.60065 18.72767 23.31994  -1.128
O 17.81286 18.42174 22.66665  -0.089
C 18.98880 18.37291 23.53643  -0.927
H 15.77472 12.96804 19.65818  -0.145
H 14.70580 12.46446 20.94825  0.324
H 16.28422 13.17188 21.35197  0.366
H 14.66359 14.57277 22.59896  0.521
H 13.06992 14.55053 21.73687  0.314
H 13.35547 16.77775 22.55770  0.691
H 13.70798 16.75705 20.86116  -0.423
H 16.08679 16.71974 21.53645  -0.350
H 14.52017 18.66476 22.88081  0.255
H 15.54291 18.82826 21.39259  -0.435
H 16.46100 18.01471 24.16497  0.383
H 16.62827 19.76803 23.71179  0.373
H 19.02306 17.41540 24.01018  0.322
H 19.07595 19.17411 24.25139  0.351
H 19.78521 18.42293 22.80414  0.212
C 18.79513 9.27591 15.91962  -0.971
O 19.48755 10.42992 15.44607  -0.190
C 19.67625 10.47589 13.99989  -0.471
C 18.40955 10.37659 13.16659  -1.027
N 17.37495 11.32534 13.54696  0.549
C 16.04558 11.12303 12.98672  -1.211
C 15.17934 12.36821 13.06255  -0.200
O 14.90614 12.74125 14.39688  -0.211
C 13.78334 13.64056 14.38287  -1.014
H 19.37946 8.43064 15.59897  0.457
H 17.78185 9.26104 15.51944  0.369
H 18.72112 9.27143 16.99721  0.238
H 20.45411 9.72527 13.75306  0.360
H 20.11270 11.46786 13.79542  0.310
H 18.11925 9.29565 13.15532  0.262
H 18.67456 10.67363 12.15338  0.481
H 17.34454 11.41366 14.56416  -0.275
H 15.44817 10.31363 13.46040  0.290
H 16.06432 10.85985 11.96473  0.619
H 14.22155 12.19386 12.56371  0.532
H 15.59242 13.17005 12.42205  0.009
H 13.70906 13.98415 15.35643  0.181
H 12.94446 13.00359 14.14958  0.563
H 13.96541 14.44384 13.70369  0.349
C 19.58989 17.68611 15.33259  -0.270
O 19.45038 18.51349 14.16084  0.031
C 20.23685 18.21244 13.05998  -0.336
C 19.93286 19.24892 11.97533  -0.927
N 18.56352 19.26548 11.45030  0.556
C 18.48341 19.91979 10.19599  -0.789
C 17.04234 19.90299 9.68366  -0.586
O 16.41558 20.90702 10.44198  -0.261
C 15.02384 20.82193 10.32500  -0.880
H 20.61520 17.67100 15.61032  0.586
H 19.17174 16.62009 15.12178  -0.065
H 19.04861 18.13538 16.15370  -0.274
H 19.98780 17.19830 12.68370  0.217
H 21.28639 18.36956 13.30545  0.355
H 20.56679 18.93367 11.11148  0.512
H 20.30994 20.30278 12.23637  0.203
H 17.91635 19.65637 12.14184  -0.297
H 19.08850 19.22842 9.52603  0.448
H 19.00273 20.88642 10.03792  0.400
H 16.56351 18.92271 9.70330  0.267
H 17.05543 20.11380 8.57838  0.354
H 14.76703 21.32784 9.39254  0.383
H 14.58680 21.40193 11.13607  0.232
H 14.59504 19.82293 10.28501  0.355
C 9.02147 16.43702 21.35984  -0.767
O 10.41062 16.66908 21.48189  -0.369
C 10.71148 17.98994 21.05982  -0.016
C 10.59496 18.22332 19.54978  -0.380
N 11.40620 17.19644 18.86633  0.363
C 11.03939 16.99953 17.46481  -0.934
C 11.96376 15.93455 16.88666  0.302
O 11.65538 15.62325 15.52915  -0.456
C 12.08739 16.62221 14.67723  -0.910
H 8.69347 16.25069 20.37278  0.283
H 8.47385 17.27359 21.83696  0.324
H 8.77847 15.54413 21.96650  0.260
H 11.72945 18.19599 21.39286  -0.274
H 10.08447 18.69261 21.62244  0.385
H 10.88332 19.26925 19.32175  -0.267
H 9.55444 18.17067 19.31343  0.375
H 11.24089 16.32583 19.37571  0.247
H 11.09590 17.97969 16.90084  0.060
H 9.97433 16.68486 17.36989  0.315
H 11.82560 15.03462 17.50134  0.449
H 13.01631 16.24893 16.91800  0.064
H 13.13815 16.82887 14.84815  0.181
H 11.56398 17.54921 14.76965  0.433
H 12.02518 16.27441 13.64366  0.462
C 21.47571 12.91036 25.07393  -0.789
O 21.23397 12.67355 23.68816  -0.242
C 22.14877 11.90556 22.95553  -0.631
C 21.80492 12.10550 21.49169  -0.457
N 21.67522 13.54514 21.17896  -0.361
C 21.07503 13.77729 19.89564  -0.125
C 20.69274 15.24125 19.83966  -0.344
O 19.89838 15.69268 21.01329  -0.433
C 18.57056 15.20623 21.04787  0.152
H 22.49227 13.32944 25.32144  0.300
H 21.31770 11.99836 25.61088  0.327
H 20.69091 13.61733 25.49886  0.208
H 22.04322 10.86427 23.29907  0.386
H 23.13915 12.31744 23.12283  0.374
H 20.87542 11.60818 21.35206  0.379
H 22.54195 11.60697 20.85500  0.198
H 21.11241 14.03875 21.82878  0.353
H 20.21889 13.12127 19.73148  0.118
H 21.78740 13.58464 19.02698  0.177
H 20.14999 15.58310 18.95374  0.076
H 21.64397 15.86013 19.80535  0.325
H 18.43359 14.11818 20.72236  0.081
H 17.83862 15.76461 20.43120  -0.451
H 18.24187 15.30569 22.08148  0.282
C 17.78167 15.16053 12.58132  -0.654
C 16.79761 16.20341 11.99257  0.515
C 16.25337 17.04812 13.16298  -0.925
O 17.49277 16.84448 10.99960  -0.657
H 18.18418 14.43091 11.92512  0.561
H 17.32297 14.60641 13.46882  -0.215
H 18.66078 15.62456 12.99024  -0.251
H 15.94918 15.77663 11.45570  0.434
H 16.90053 17.76837 13.64189  -0.132
H 15.81166 16.52082 14.00057  0.073
H 15.47668 17.67635 12.82665  0.770
H 17.93253 17.66769 11.33249  0.274
C 24.04599 8.28378 16.97424  -1.445
C 22.82064 9.18055 17.00634  0.650
C 23.26810 10.63992 17.15077  -1.158
O 22.02348 8.96873 15.85751  -0.552
H 24.69246 8.65257 16.14622  0.338
H 23.74532 7.22104 16.76779  0.327
H 24.65542 8.45368 17.84950  0.397
H 22.16618 8.87857 17.87657  0.183
H 24.04009 10.89093 16.43589  0.341
H 23.69008 10.70960 18.15888  0.363
H 22.43347 11.33008 17.08011  0.269
H 21.28262 9.60561 15.89470  0.311

Calculated values
frontier orbital gap	8.6	eV
energy relative to the best compared isomer or geometry (same formula, charge and spin)	79.2	kcal per mole
SMILES string	COCCNCCOC.COCCNCCOC.COCCNCCOC.COCCNCCOC.COCCNCCOC.COCCNCCOC.COCCNCCOC.COCCNCCOC.CC(C)O.CC(C)O
E_LUMO	0.669	eV
charge	0